No. 1
{"formula": "C56H84O42", "method": "ωB97M-V with the def2-TZVPD basis set", "elements": ["C", "C", "C", "O", "C", "O", "O", "H", "H", "H", "H", "H", "H", "C", "C", "C", "O", "C", "O", "O", "H", "H", "H", "H", "H", "H", "C", "C", "C", "O", "C", "O", "O", "H", "H", "H", "H", "H", "H", "C", "C", "C", "O", "C", "O", "O", "H", "H", "H", "H", "H", "H", "C", "C", "C", "O", "C", "O", "O", "H", "H", "H", "H", "H", "H", "C", "C", "C", "O", "C", "O", "O", "H", "H", "H", "H", "H", "H", "C", "C", "C", "O", "C", "O", "O", "H", "H", "H", "H", "H", "H", "C", "C", "C", "O", "C", "O", "O", "H", "H", "H", "H", "H", "H", "C", "C", "C", "O", "C", "O", "O", "H", "H", "H", "H", "H", "H", "C", "C", "C", "O", "C", "O", "O", "H", "H", "H", "H", "H", "H", "C", "C", "C", "O", "C", "O", "O", "H", "H", "H", "H", "H", "H", "C", "C", "C", "O", "C", "O", "O", "H", "H", "H", "H", "H", "H", "C", "C", "C", "O", "C", "O", "O", "H", "H", "H", "H", "H", "H", "C", "C", "C", "O", "C", "O", "O", "H", "H", "H", "H", "H", "H"], "xyz": [[6.50, -3.39, -9.56], [6.07, -4.53, -8.68], [4.91, -4.26, -7.80], [4.04, -5.40, -8.04], [4.63, -6.24, -8.93], [4.23, -7.34, -9.27], [5.74, -5.67, -9.39], [7.48, -3.60, -9.97], [6.61, -2.49, -8.95], [5.79, -3.08, -10.33], [6.95, -4.79, -8.10], [4.41, -3.36, -8.14], [5.25, -4.03, -6.79], [2.72, -5.19, 1.99], [2.68, -5.49, 0.49], [3.47, -4.43, -0.29], [4.31, -5.15, -1.20], [4.34, -6.40, -0.86], [5.05, -7.26, -1.38], [3.45, -6.64, 0.18], [2.06, -4.33, 2.11], [3.72, -4.92, 2.33], [2.42, -5.97, 2.68], [1.73, -5.56, -0.04], [4.12, -3.83, 0.35], [2.82, -3.70, -0.76], [5.31, 1.18, -7.63], [5.46, 2.44, -8.36], [6.23, 2.46, -9.69], [5.44, 3.30, -10.47], [4.25, 3.52, -9.94], [3.32, 4.06, -10.48], [4.18, 2.89, -8.77], [6.23, 0.74, -7.27], [5.05, 0.32, -8.24], [4.57, 1.18, -6.83], [5.87, 3.17, -7.67], [6.27, 1.44, -10.07], [7.26, 2.76, -9.50], [8.06, -11.24, -9.04], [7.37, -9.88, -8.75], [6.53, -9.88, -7.44], [6.80, -8.65, -6.79], [7.84, -8.12, -7.32], [8.29, -7.04, -6.88], [8.25, -8.78, -8.38], [8.70, -11.63, -8.24], [8.78, -11.13, -9.85], [7.39, -11.99, -9.44], [6.77, -9.56, -9.61], [6.60, -10.83, -6.90], [5.50, -9.86, -7.79], [6.81, 1.54, -0.43], [5.86, 0.95, -1.45], [6.29, -0.36, -2.06], [5.27, -1.25, -1.81], [4.45, -0.73, -0.86], [3.46, -1.29, -0.38], [4.71, 0.56, -0.68], [7.61, 2.02, -0.99], [7.25, 0.73, 0.15], [6.28, 2.30, 0.15], [5.60, 1.68, -2.22], [7.26, -0.68, -1.68], [6.42, -0.21, -3.13], [7.32, -5.64, -3.92], [6.95, -4.18, -3.89], [7.98, -3.26, -3.31], [8.01, -2.13, -4.14], [7.43, -2.44, -5.23], [7.48, -1.77, -6.22], [7.05, -3.68, -5.19], [7.25, -6.08, -2.93], [8.36, -5.81, -4.17], [6.75, -6.27, -4.59], [6.01, -3.91, -3.41], [8.93, -3.79, -3.33], [7.68, -2.98, -2.30], [12.05, -2.94, 0.07], [11.07, -3.69, -0.76], [11.50, -4.33, -2.12], [10.93, -5.64, -2.06], [10.57, -5.98, -0.78], [10.20, -7.13, -0.43], [10.63, -4.89, -0.05], [11.64, -2.74, 1.06], [12.31, -1.97, -0.35], [12.94, -3.48, 0.39], [10.19, -3.06, -0.91], [12.57, -4.37, -2.33], [10.94, -3.82, -2.91], [12.13, -7.05, -5.35], [12.07, -5.63, -6.07], [10.77, -4.90, -5.85], [11.17, -3.54, -5.71], [12.42, -3.45, -5.42], [13.00, -2.36, -5.24], [12.95, -4.70, -5.45], [13.03, -7.67, -5.33], [11.41, -7.71, -5.84], [11.73, -7.01, -4.34], [12.45, -5.62, -7.09], [10.31, -5.37, -4.98], [10.11, -4.97, -6.72], [4.12, -7.44, -5.21], [2.72, -6.95, -5.63], [2.00, -7.78, -6.70], [0.91, -8.31, -5.95], [0.82, -7.86, -4.69], [-0.05, -8.27, -3.87], [1.90, -7.15, -4.48], [4.12, -8.53, -5.10], [4.35, -7.18, -4.18], [4.93, -7.11, -5.85], [2.81, -5.93, -5.98], [2.64, -8.58, -7.09], [1.62, -7.24, -7.57], [6.18, -2.84, 3.70], [6.47, -2.28, 2.32], [7.84, -1.64, 2.09], [8.10, -2.18, 0.83], [7.30, -3.24, 0.49], [7.33, -3.97, -0.45], [6.38, -3.30, 1.36], [6.73, -3.77, 3.79], [5.13, -3.16, 3.67], [6.35, -2.17, 4.55], [5.63, -1.63, 2.06], [8.58, -1.98, 2.82], [7.85, -0.55, 2.11], [9.43, 1.38, -7.12], [8.65, 1.98, -5.92], [8.37, 1.02, -4.81], [8.45, 1.78, -3.63], [9.12, 2.92, -3.93], [9.52, 3.72, -3.08], [9.39, 2.92, -5.28], [10.32, 0.84, -6.81], [9.80, 2.12, -7.83], [8.71, 0.84, -7.73], [7.75, 2.49, -6.25], [9.12, 0.23, -4.91], [7.36, 0.63, -4.89], [7.07, -8.87, -3.03], [8.14, -9.99, -3.30], [9.47, -9.54, -3.95], [10.49, -10.03, -3.10], [9.91, -10.65, -2.05], [10.55, -11.19, -1.16], [8.64, -10.40, -2.07], [6.55, -8.67, -3.96], [7.48, -8.01, -2.51], [6.43, -9.30, -2.26], [7.73, -10.91, -3.71], [9.41, -8.46, -4.06], [9.54, -9.83, -5.00], [12.23, 2.69, -0.54], [11.69, 1.34, -0.14], [10.51, 1.43, 0.83], [9.72, 0.36, 0.33], [10.13, 0.03, -0.91], [9.56, -0.75, -1.68], [11.26, 0.58, -1.24], [11.46, 3.46, -0.65], [12.79, 2.61, -1.47], [12.88, 3.00, 0.28], [12.47, 0.77, 0.37], [9.96, 2.37, 0.77], [10.80, 1.34, 1.88], [0.55, -4.35, -5.41], [1.31, -3.18, -4.76], [2.31, -3.55, -3.73], [3.49, -2.85, -4.14], [3.29, -2.25, -5.34], [4.13, -1.60, -5.95], [1.98, -2.44, -5.69], [1.10, -4.97, -6.12], [-0.30, -3.91, -5.93], [0.18, -4.96, -4.59], [0.67, -2.44, -4.27], [2.42, -4.62, -3.61], [1.97, -3.19, -2.75]], "lumo_ev": -0.04}

---

No. 2
{"formula": "C56H87BrClN12O5", "method": "ωB97M-V with the def2-TZVPD basis set", "elements": ["C", "C", "N", "N", "C", "C", "C", "O", "C", "N", "C", "C", "C", "O", "C", "C", "C", "O", "C", "C", "N", "C", "Cl", "C", "C", "C", "O", "C", "O", "C", "C", "C", "C", "C", "Br", "H", "H", "H", "H", "H", "H", "H", "H", "H", "H", "H", "H", "H", "H", "H", "H", "H", "H", "H", "H", "H", "H", "H", "H", "H", "H", "H", "H", "H", "H", "H", "H", "H", "H", "H", "H", "H", "H", "H", "H", "H", "H", "H", "H", "H", "H", "H", "N", "C", "C", "C", "C", "H", "H", "H", "H", "H", "N", "C", "C", "C", "C", "H", "H", "H", "H", "H", "N", "C", "C", "C", "C", "H", "H", "H", "H", "H", "N", "C", "C", "C", "C", "H", "H", "H", "H", "H", "N", "C", "C", "C", "C", "H", "H", "H", "H", "H", "N", "C", "C", "C", "C", "H", "H", "H", "H", "H", "N", "C", "C", "C", "C", "H", "H", "H", "H", "H", "N", "C", "C", "C", "C", "H", "H", "H", "H", "H"], "xyz": [[0.95, -4.57, 3.13], [0.96, -3.85, 1.77], [-0.35, -3.83, 1.11], [-1.15, -2.66, 0.82], [-2.59, -3.05, 1.13], [-3.01, -4.52, 1.02], [-4.53, -4.57, 0.80], [-2.70, -5.13, 2.27], [-1.06, -2.32, -0.70], [-1.94, -3.12, -1.53], [-3.00, -2.32, -2.15], [-1.40, -4.06, -2.51], [-1.27, -5.50, -2.09], [-1.19, -3.70, -3.63], [0.39, -2.09, -1.17], [1.26, -3.29, -1.60], [0.32, -1.09, -2.36], [1.56, -0.45, -2.42], [1.96, -0.08, -3.74], [3.16, 0.85, -3.66], [1.05, -1.46, -0.06], [0.39, -0.66, 0.92], [1.69, -0.10, 2.00], [-0.85, -1.36, 1.64], [-0.62, -1.70, 3.13], [-0.98, -0.69, 4.21], [-0.22, 0.53, 4.10], [-0.88, 1.66, 4.42], [-1.66, 1.69, 5.34], [-0.52, 2.85, 3.58], [0.31, 3.89, 4.38], [-1.96, -0.27, 1.51], [-3.45, -0.18, 2.00], [-4.43, -0.12, 0.82], [-4.17, -1.40, 3.36], [1.73, -4.13, 3.75], [0.00, -4.46, 3.65], [1.21, -5.62, 3.03], [1.43, -2.88, 1.89], [1.65, -4.40, 1.12], [-0.34, -4.37, 0.26], [-3.24, -2.36, 0.60], [-2.69, -2.87, 2.19], [-2.53, -5.04, 0.20], [-4.80, -5.43, 0.19], [-4.92, -3.67, 0.34], [-5.01, -4.66, 1.77], [-2.24, -5.96, 2.13], [-1.51, -1.33, -0.75], [-2.62, -1.43, -2.65], [-3.51, -2.91, -2.91], [-3.75, -2.04, -1.41], [-0.68, -5.65, -1.19], [-0.80, -6.05, -2.90], [-2.27, -5.90, -1.90], [0.81, -4.27, -1.45], [2.20, -3.28, -1.06], [1.50, -3.23, -2.66], [-0.47, -0.34, -2.19], [0.13, -1.62, -3.30], [2.23, -0.98, -4.31], [1.13, 0.42, -4.25], [4.09, 0.32, -3.82], [3.20, 1.30, -2.67], [3.09, 1.65, -4.40], [2.05, -1.41, -0.09], [0.04, 0.28, 0.48], [0.41, -2.00, 3.31], [-1.19, -2.60, 3.39], [-0.75, -1.16, 5.16], [-2.04, -0.44, 4.26], [-1.46, 3.30, 3.25], [0.04, 2.53, 2.70], [0.35, 3.63, 5.44], [-0.14, 4.88, 4.30], [1.32, 3.95, 3.99], [-1.44, 0.59, 1.95], [-2.02, 0.03, 0.46], [-3.52, 0.78, 2.51], [-4.70, 0.92, 0.62], [-5.36, -0.64, 1.03], [-4.00, -0.52, -0.10], [2.96, 2.48, 0.12], [4.19, 2.70, -0.43], [4.28, 4.03, -0.75], [3.05, 4.64, -0.37], [2.26, 3.66, 0.16], [2.61, 1.60, 0.44], [4.90, 1.90, -0.55], [5.13, 4.52, -1.20], [2.79, 5.68, -0.48], [1.26, 3.70, 0.56], [4.46, -6.55, 1.65], [5.14, -7.21, 2.63], [4.50, -8.40, 2.86], [3.39, -8.47, 1.98], [3.39, -7.31, 1.24], [4.71, -5.65, 1.28], [6.02, -6.79, 3.08], [4.80, -9.15, 3.58], [2.68, -9.27, 1.89], [2.73, -6.97, 0.47], [-4.17, -0.42, -5.35], [-5.39, -0.40, -5.96], [-6.16, 0.55, -5.34], [-5.36, 1.13, -4.31], [-4.14, 0.51, -4.34], [-3.41, -1.03, -5.60], [-5.62, -1.06, -6.78], [-7.17, 0.80, -5.59], [-5.66, 1.92, -3.63], [-3.26, 0.66, -3.74], [0.76, 7.56, -2.09], [2.00, 7.77, -2.63], [2.10, 9.10, -2.96], [0.86, 9.71, -2.60], [0.06, 8.74, -2.07], [0.42, 6.68, -1.77], [2.71, 6.97, -2.74], [2.95, 9.57, -3.40], [0.60, 10.75, -2.72], [-0.94, 8.79, -1.68], [-0.75, 1.35, 8.12], [-0.94, 2.62, 8.59], [-0.21, 2.75, 9.74], [0.45, 1.51, 9.97], [0.09, 0.67, 8.95], [-1.18, 0.99, 7.28], [-1.57, 3.32, 8.07], [-0.15, 3.64, 10.35], [1.11, 1.27, 10.79], [0.38, -0.35, 8.76], [-2.50, -1.38, 7.71], [-3.42, -0.95, 6.79], [-4.26, -2.01, 6.53], [-3.82, -3.11, 7.32], [-2.73, -2.68, 8.04], [-1.75, -0.81, 8.08], [-3.41, 0.05, 6.42], [-5.10, -1.99, 5.86], [-4.26, -4.09, 7.36], [-2.11, -3.20, 8.75], [2.27, 1.04, -8.10], [1.60, -0.04, -7.60], [2.29, -1.17, -7.95], [3.43, -0.75, -8.70], [3.39, 0.62, -8.78], [1.99, 2.00, -8.00], [0.69, 0.09, -7.03], [2.02, -2.18, -7.70], [4.18, -1.38, -9.13], [4.05, 1.32, -9.25], [3.84, 10.14, -7.13], [3.29, 9.11, -6.42], [4.15, 8.04, -6.49], [5.26, 8.45, -7.27], [5.04, 9.75, -7.65], [3.43, 11.04, -7.25], [2.33, 9.22, -5.93], [3.99, 7.08, -6.03], [6.13, 7.86, -7.52], [5.64, 10.42, -8.24]], "charge": 1, "lumo_ev": -2.17}